# 1
Density functional theory data (wB97M-V/def2-TZVPD) for a structure of composition C13H19BeP2.

```
35
Properties=species:S:1:pos:R:3
C 0.4422 0.0769 -2.0622
C -0.7708 -0.6835 -2.1362
C -0.4976 -2.0271 -1.7380
C 0.8832 -2.1207 -1.3865
C 1.4980 -0.8424 -1.5984
Be 0.2729 -0.3414 -0.2655
P -1.0028 2.0623 1.6415
H 0.5951 1.1112 -2.3521
H -1.7122 -0.3068 -2.5193
H -1.2021 -2.8470 -1.7509
H 2.5598 -0.6089 -1.5678
H 1.4078 -3.0182 -1.0741
H -2.2128 2.3117 2.3550
H -1.2919 1.8738 0.2389
H -0.1330 3.1752 1.8413
C -1.0334 -1.1385 1.8497
P -0.0074 0.2671 2.3781
C 1.6706 0.2347 1.6999
C 0.1577 0.0113 4.1654
C 1.0886 -0.9458 4.6069
C 1.1234 -1.3087 5.9576
C 0.2344 -0.7249 6.8679
C -0.6924 0.2217 6.4245
C -0.7388 0.6019 5.0816
H -1.5899 -0.9298 0.9213
H -1.7626 -1.3273 2.6509
H -0.4209 -2.0414 1.7158
H 2.3290 0.7638 2.4023
H 2.0373 -0.7987 1.5883
H 1.7633 0.7669 0.7307
H 1.7769 -1.4119 3.9024
H 1.8448 -2.0536 6.2948
H 0.2654 -1.0155 7.9200
H -1.3950 0.6636 7.1357
H -1.4636 1.3367 4.7332
```

Properties
**Charge**: -1
**Spin multiplicity**: 1
**Gap between HOMO and LUMO (alpha / beta)**: 0.105 / 0.105 Ha
**Highest occupied orbital energy (alpha / beta)**: -0.10 / -0.09 eV
**Lowest unoccupied orbital energy (alpha / beta)**: 0.1009 / 0.1020 hartree

# 2
Density functional theory data (wB97M-V/def2-TZVPD) for a cluster of 2 separate species, C20H25N2O6 in total.

```
53
Properties=species:S:1:pos:R:3
C 1.5070 -3.1467 4.0566
C 0.3832 -2.9442 3.0448
C 0.6936 -1.8349 2.0524
C -0.4938 -1.3939 1.1860
C -0.9417 -2.2454 0.0547
C -2.2333 -1.8289 -0.5196
O -2.6123 -1.9257 -1.6719
O -2.9887 -1.2654 0.4756
C -4.2480 -0.6546 0.1101
C -4.4525 0.5899 0.9314
C 0.0361 -2.7461 -0.9179
O -0.2022 -3.4055 -1.9292
O 1.3180 -2.4525 -0.6006
C 2.2969 -3.1147 -1.4381
C 3.6612 -2.5846 -1.0835
H 1.2208 -3.9108 4.7807
H 2.4309 -3.4677 3.5670
H 1.7161 -2.2213 4.6027
H 0.1808 -3.8672 2.4858
H -0.5463 -2.6808 3.5647
H 1.0138 -0.9333 2.5957
H 1.5119 -2.1247 1.3860
H -1.3877 -1.2315 1.8074
H -0.2092 -0.4202 0.7368
H -4.2328 -0.4300 -0.9603
H -5.0277 -1.3911 0.3255
H -5.4677 0.9527 0.7624
H -4.3188 0.3912 1.9990
H -3.7546 1.3729 0.6191
H 2.2237 -4.1951 -1.2603
H 2.0568 -2.9114 -2.4853
H 4.4126 -3.1369 -1.6542
H 3.7501 -1.5234 -1.3434
H 3.8844 -2.7033 -0.0181
N 0.1611 -11.0177 -0.2214
C -0.1413 -9.8896 -0.1157
C -0.4945 -8.5084 0.0310
C -0.0009 -7.5531 -0.8755
C -0.4567 -6.2466 -0.8218
C -1.4529 -5.8515 0.1091
C -2.1798 -4.6015 -0.0415
C -3.2250 -4.2674 0.8133
N -4.4605 -3.9000 0.3268
O -5.3664 -3.4553 1.0924
O -4.6385 -4.0511 -0.9065
C -1.8163 -6.7875 1.1129
C -1.3638 -8.1003 1.0519
H 0.7368 -7.8425 -1.6260
H -0.0871 -5.5025 -1.5316
H -2.0812 -4.1117 -0.9955
H -3.1209 -4.3644 1.8945
H -2.5040 -6.4697 1.9022
H -1.7022 -8.8204 1.7964
```

Properties
**Charge**: -1
**Energy above the lowest of the compared OMol25 structures with the same formula, charge and spin**: 369.8 kJ/mol
**Spin multiplicity**: 1
**Gap between HOMO and LUMO**: 0.195 Ha
**Highest occupied orbital energy**: -3.90 eV
**Lowest unoccupied orbital energy**: 0.0521 hartree

# 3
Density functional theory data (wB97M-V/def2-TZVPD) for an isolated molecule of C4H5NOS.

```
12
Properties=species:S:1:pos:R:3
C -0.4852 0.7894 -0.6682
C 0.8394 0.6017 -0.0922
C -1.5774 0.2153 -0.0817
C 1.0221 -0.7071 0.5010
N -2.5838 -0.4796 -0.0733
O -0.9034 0.3965 1.8434
S 0.5319 0.5078 1.7811
H -0.7591 1.5242 -1.4128
H 1.5368 1.2480 -0.4424
H 0.2018 -1.3767 0.3502
H 2.0025 -1.0073 0.5733
H -3.1847 -0.6725 0.6298
```

Properties
**Charge**: 0
**Energy above the lowest of the compared OMol25 structures with the same formula, charge and spin**: 379.0 kJ/mol
**Spin multiplicity**: 1
**Gap between HOMO and LUMO**: 0.317 Ha
**Highest occupied orbital energy**: -7.87 eV
**Lowest unoccupied orbital energy**: 0.0282 hartree

Number 1: E -32759.1951 eV, M 246.3 g/mol. Number 2: E -36407.9790 eV, M 389.4 g/mol. Number 3: E -18597.9913 eV, M 115.2 g/mol.